1.
Here is a structure of composition C19H43O2P3STl from OMol25. Energies are from ωB97M-V with the def2-TZVPD basis set.

## Properties
E_LUMO (spin up / spin down)	-12.9 / -12.7	eV
2S+1	1
energy above the lowest of the compared OMol25 structures with the same formula, charge and spin	64.61	kJ/mol
E_HOMO (spin up / spin down)	-16.224 / -16.225	eV
net charge	+3
F_max	0.08337	Eh/bohr

```
69
C19H43O2P3STl | OMol25 | ωB97M-V with the def2-TZVPD basis set
Tl -1.7497 0.7321 -0.4640
P 1.7247 -1.1057 2.3622
P 1.5997 2.2639 0.5905
P -1.1035 -2.5116 0.2712
H -0.0463 2.5560 -5.8694
C -1.0756 2.1770 -5.7618
C -2.0393 2.8243 -5.1161
H -1.8475 3.7377 -4.5587
C 3.1881 -2.0451 1.7500
C 2.6154 0.0597 3.4830
C 1.1446 -2.2799 3.6580
C 1.1355 3.5065 -0.6747
C 2.0237 3.3856 1.9939
C 3.3003 1.8829 0.0062
C -2.4765 -2.5963 -0.9456
C -1.9752 -3.3544 1.6564
C -0.0863 -3.8725 -0.4102
H -1.2430 1.2245 -6.2774
H -3.0776 2.4674 -5.1833
H 3.7989 -2.4333 2.5790
H 3.7984 -1.3819 1.1234
H 2.8368 -2.8786 1.1279
H 3.3470 -0.4647 4.1131
H 1.8847 0.5608 4.1297
H 3.1344 0.8261 2.8987
H 1.9176 -3.0268 3.8774
H 0.2519 -2.7989 3.2956
H 0.8782 -1.7515 4.5811
H 1.5715 4.4857 -0.4424
H 0.0440 3.6076 -0.7073
H 1.4637 3.1911 -1.6721
H 2.8827 4.0185 1.7407
H 2.2639 2.7838 2.8774
H 1.1558 4.0145 2.2244
H 3.9432 2.7696 0.0397
H 3.2453 1.5182 -1.0239
H 3.7365 1.0946 0.6281
H -2.9856 -3.5634 -0.8453
H -2.0969 -2.4865 -1.9685
H -3.2078 -1.8024 -0.7426
H -2.7021 -4.0558 1.2266
H -2.5057 -2.5911 2.2439
H -1.2581 -3.8963 2.2848
H -0.7322 -4.6813 -0.7716
H 0.5892 -4.2485 0.3653
H 0.5044 -3.4753 -1.2444
C -0.9733 0.9872 -3.2127
C 0.3157 0.5434 -3.8596
C 0.3135 -0.9367 -3.9710
C -0.8489 -1.6300 -4.1435
C -2.1277 -1.0361 -3.9459
C -2.2035 0.2127 -3.3668
O -0.9700 2.1458 -2.7116
H 1.1786 1.0653 -3.3674
H 0.4452 1.0475 -4.8215
H 1.2744 -1.4368 -4.0640
H -0.8248 -2.6578 -4.5358
H -3.0315 -1.6384 -4.0840
H -3.1114 0.5647 -2.8453
C -1.4459 0.0242 4.5366
S -1.5395 0.4937 2.7989
C -1.7319 2.2817 3.0454
O -2.8420 -0.0445 2.2298
H -2.3080 0.4832 5.0338
H -0.5043 0.4157 4.9441
H -1.4821 -1.0703 4.6071
H -0.8860 2.6277 3.6462
H -1.7925 2.7620 2.0632
H -2.6755 2.4091 3.5752
```

***

2.
Here is a structure of composition C24H28NO3Yb from OMol25. Energies are from ωB97M-V with the def2-TZVPD basis set.

## Properties
E_LUMO (spin up / spin down)	0.2 / 0.2	eV
2S+1	2
energy above the lowest of the compared OMol25 structures with the same formula, charge and spin	167.67	kJ/mol
E_HOMO (spin up / spin down)	-7.958 / -7.948	eV
net charge	0
F_max	0.09117	Eh/bohr

```
57
C24H28NO3Yb | OMol25 | ωB97M-V with the def2-TZVPD basis set
C 2.1068 -0.2457 2.9726
C 2.5914 -0.7905 1.7595
C 2.4956 0.1985 0.7696
H 2.9474 -1.7959 1.6119
C 1.9345 1.3510 1.3614
C 1.7080 1.0758 2.7293
H 1.6652 2.2610 0.8560
C -0.8808 -1.7302 2.9134
C 0.1488 -2.4679 2.2903
C -0.1438 -2.5597 0.9138
H 1.0116 -2.8847 2.7774
C -1.3812 -1.9076 0.6853
C -1.8239 -1.4052 1.9219
H 2.7428 0.0759 -0.2709
H 1.2443 1.7416 3.4342
H 2.0233 -0.7662 3.9116
H -2.6957 -0.7978 2.0808
H 0.4657 -3.0487 0.1740
H -0.9397 -1.4571 3.9530
Yb 0.2628 -0.2947 1.4299
C -2.1228 -1.7779 -0.6185
C -3.5090 -2.4113 -0.4575
C -1.3887 -2.4789 -1.7582
H -3.4242 -3.3927 0.0051
H -3.9958 -2.5324 -1.4258
H -4.1536 -1.8011 0.1709
H -1.4444 -3.5602 -1.6482
H -0.3382 -2.1996 -1.7972
H -1.8420 -2.2206 -2.7151
C -2.3293 -0.2905 -0.9736
C -1.0524 0.4098 -1.2898
H -2.7587 0.2359 -0.1210
H -3.0406 -0.2060 -1.7907
O -0.0278 0.2678 -0.5895
N -0.9635 1.2071 -2.3710
C 0.0281 2.2289 -2.6311
H -1.4920 0.8651 -3.1585
C 1.4208 1.7280 -2.9398
C 2.5643 2.3465 -2.4527
H 2.5034 3.2298 -1.8323
C 3.8207 1.8508 -2.7783
H 4.6983 2.3562 -2.3994
C 3.9462 0.7304 -3.5831
H 4.9258 0.3460 -3.8348
C 2.8050 0.1044 -4.0693
H 2.8916 -0.7703 -4.7003
C 1.5528 0.6022 -3.7511
H 0.6670 0.1110 -4.1387
H 0.0615 2.9193 -1.7882
H -0.3455 2.8154 -3.4702
C -2.3048 2.5824 3.9722
C -1.3486 1.5053 3.5895
O -0.7596 0.8141 4.5371
O -1.0903 1.2752 2.3133
H -3.1426 2.1431 4.5543
H -2.7133 3.0788 3.0678
H -1.7829 3.3370 4.5971
```

***

3.
Here is a cluster of 3 separate species, C4H16NO2 in total from OMol25. Energies are from ωB97M-V with the def2-TZVPD basis set.

## Properties
E_LUMO (spin up / spin down)	0.9 / 0.6	eV
2S+1	2
energy above the lowest of the compared OMol25 structures with the same formula, charge and spin	235.42	kJ/mol
E_HOMO (spin up / spin down)	-3.325 / -10.813	eV
net charge	0
F_max	0.13783	Eh/bohr

```
23
C4H16NO2 | OMol25 | ωB97M-V with the def2-TZVPD basis set
C -0.2586 -0.6026 0.4099
C -0.1484 0.9466 0.7280
C -1.1398 1.2794 1.8880
C 1.1700 1.3995 1.1065
N 0.1925 -0.8436 -0.9860
H 0.3271 -1.1283 1.2137
H -1.1848 -0.9831 0.4588
H -0.4706 1.4806 -0.2257
H -1.5791 2.3701 1.8331
H -2.0499 0.6917 2.1224
H -0.5940 1.4515 2.8360
H 1.9456 1.2700 0.2771
H 1.7400 0.8373 1.7589
H 1.5085 2.3005 1.7661
H 0.4661 -1.8388 -1.1326
H -0.6640 -0.9646 -1.7539
H 1.0253 -0.1982 -1.0485
H -0.3533 1.8858 -2.6189
H -1.8384 1.3034 -2.9552
O -0.9968 1.3168 -2.4352
H 1.5195 -3.8721 -0.5144
H 0.7575 -4.2086 -1.8463
O 0.6256 -3.8930 -0.8818
```